Formula: C2H4N2S2
Source: OMol25
Level of theory: wB97M-V/def2-TZVPD

Calculated values
HOMO = -8.89 eV
relative energy (zero: lowest compared OMol25 entry of this formula, charge and spin) = 26.6 kcal per mole
LUMO = -0.56 eV
F_max = 3.85 eV Å⁻¹
net charge = 0

Cartesian coordinates (Å):
1 N -0.96 1.05 -1.26
2 C -0.44 0.65 0.01
3 S -0.62 1.66 1.29
4 N 0.15 -0.63 0.11
5 C 1.11 -1.14 1.04
6 S 1.87 -2.59 0.84
7 H -1.58 1.97 -1.08
8 H -0.88 0.66 -2.19
9 H 0.19 -1.11 -0.76
10 H 1.15 -0.52 2.00


Formula: C2H4N2S2
Source: OMol25
Level of theory: wB97M-V/def2-TZVPD

Calculated values
HOMO = -8.25 eV
relative energy (zero: lowest compared OMol25 entry of this formula, charge and spin) = 65.7 kcal per mole
LUMO = 0.69 eV
F_max = 4.14 eV Å⁻¹
net charge = 0

Cartesian coordinates (Å):
1 S 2.29 -0.09 -0.26
2 N 0.69 -0.18 0.44
3 C -0.29 0.92 -0.08
4 N -1.53 0.35 -0.40
5 C -1.57 -0.86 -0.28
6 S -0.05 -1.74 0.35
7 H 2.92 -0.13 0.81
8 H 0.25 1.49 -0.95
9 H -0.34 1.68 0.80
10 H -2.38 -1.43 -0.43


Formula: C2H4N2S2
Source: OMol25
Level of theory: wB97M-V/def2-TZVPD

Calculated values
HOMO = -8.70 eV
relative energy (zero: lowest compared OMol25 entry of this formula, charge and spin) = 65.6 kcal per mole
LUMO = -0.35 eV
F_max = 6.20 eV Å⁻¹
net charge = 0

Cartesian coordinates (Å):
1 H 2.54 0.92 1.53
2 N 1.63 0.77 1.06
3 C 1.63 0.57 -0.25
4 N 2.46 0.90 -1.29
5 S -0.07 0.00 -0.74
6 C -0.84 -0.64 0.71
7 S -2.47 -0.91 0.61
8 H 1.85 1.64 -1.84
9 H 3.09 1.58 -0.70
10 H -0.19 -0.79 1.79


Formula: C2H4N2S2
Source: OMol25
Level of theory: wB97M-V/def2-TZVPD

Calculated values
HOMO = -8.43 eV
relative energy (zero: lowest compared OMol25 entry of this formula, charge and spin) = 36.0 kcal per mole
LUMO = -0.30 eV
F_max = 5.83 eV Å⁻¹
net charge = 0

Cartesian coordinates (Å):
1 N -0.53 -1.74 -0.16
2 C -0.66 -0.40 -0.04
3 S -2.05 0.25 0.03
4 C 0.68 0.48 -0.09
5 N 0.46 1.73 -0.08
6 S 2.02 -0.36 0.03
7 H -1.34 -2.35 0.26
8 H 0.52 -1.89 0.08
9 H 1.43 2.25 0.18
10 H -0.52 2.04 -0.22


Formula: C2H4N2S2
Source: OMol25
Level of theory: wB97M-V/def2-TZVPD

Calculated values
HOMO = -8.58 eV
relative energy (zero: lowest compared OMol25 entry of this formula, charge and spin) = 76.7 kcal per mole
LUMO = -0.68 eV
F_max = 4.58 eV Å⁻¹
net charge = 0

Cartesian coordinates (Å):
1 N 0.61 1.65 -1.17
2 N 0.56 1.59 0.07
3 C 0.27 0.45 0.69
4 C -0.38 -0.81 0.23
5 S -0.85 -1.45 -1.13
6 S -0.54 -2.06 1.62
7 H 1.00 2.52 -1.64
8 H 0.23 0.73 -1.63
9 H 0.25 0.45 1.87
10 H -1.15 -3.07 1.10


Formula: C2H4N2S2
Source: OMol25
Level of theory: wB97M-V/def2-TZVPD

Calculated values
HOMO = -8.82 eV
relative energy (zero: lowest compared OMol25 entry of this formula, charge and spin) = 135.1 kcal per mole
LUMO = -0.24 eV
F_max = 10.26 eV Å⁻¹
net charge = 0

Cartesian coordinates (Å):
1 C -0.54 -1.17 -0.02
2 C 1.84 1.14 -0.19
3 H -3.10 0.95 0.76
4 H -0.99 -2.16 0.51
5 H 2.37 1.93 -0.35
6 H 0.65 1.07 0.46
7 N -1.14 -0.03 -0.22
8 N 2.40 -0.03 -0.33
9 S -2.83 -0.29 -0.36
10 S 1.34 -1.41 -0.25


Formula: C2H4N2S3
Source: OMol25
Level of theory: wB97M-V/def2-TZVPD

Calculated values
HOMO = -7.55 eV
relative energy (zero: lowest compared OMol25 entry of this formula, charge and spin) = 83.7 kcal per mole
LUMO = 0.18 eV
F_max = 4.06 eV Å⁻¹
net charge = 0

Cartesian coordinates (Å):
1 S -2.55 0.02 0.40
2 C -0.99 0.58 0.00
3 C -0.31 1.68 0.39
4 S 1.41 1.60 -0.14
5 N 1.28 -0.03 -0.62
6 S 2.01 -1.33 0.70
7 N -0.02 -0.41 -0.81
8 H -2.15 -1.16 0.28
9 H -0.65 2.64 0.89
10 H 2.21 -2.15 -0.38
11 H -0.23 -1.45 -0.71


Formula: C2H4N2S3
Source: OMol25
Level of theory: wB97M-V/def2-TZVPD

Calculated values
HOMO = -8.60 eV
relative energy (zero: lowest compared OMol25 entry of this formula, charge and spin) = 54.8 kcal per mole
LUMO = 0.23 eV
F_max = 4.88 eV Å⁻¹
net charge = 0

Cartesian coordinates (Å):
1 C 0.27 -0.68 -0.60
2 C 0.35 0.40 0.15
3 N -2.05 0.28 -1.39
4 N -2.62 1.25 -1.28
5 S -3.63 2.32 -1.03
6 S -0.64 1.00 1.41
7 S 1.63 1.58 -0.06
8 H 0.89 -0.98 -1.36
9 H -0.55 -1.32 -0.31
10 H -1.89 0.47 1.02
11 H 2.03 1.18 -1.31


Question: Among the records above, which one has the lowest LUMO?
Answer: number 5


Question: The lowest relative energy (zero: lowest compared OMol25 entry of this formula, charge and spin) belongs to which entry?
Answer: number 1


Question: Look up the LUMO of the third one.
Answer: -0.35 eV


Question: The highest relative energy (zero: lowest compared OMol25 entry of this formula, charge and spin) belongs to which entry?
Answer: number 6